# 1
# C25H31N3O3

The molecule C25H31N3O3 (wB97M-V/def2-TZVPD, the OMol25 dataset).

Cartesian coordinates (Å):
C (0.0819, 2.4411, 0.2918)
N (2.5597, -1.2252, -1.0066)
H (1.6410, 3.6739, 3.1662)
O (-1.1935, -1.7078, -4.0879)
H (-4.2456, 0.8492, -0.1143)
H (-1.4472, -2.0727, 1.8891)
H (-3.3285, -1.1061, -2.9550)
C (-0.2082, -0.8120, 2.7735)
C (-2.9466, 2.4324, 4.0316)
H (1.1072, 0.3651, 3.8914)
H (3.6481, -3.0030, -1.9481)
C (2.8950, -1.7925, 0.3349)
N (-2.8087, 2.1108, 2.5533)
H (3.1570, -0.1160, 2.3049)
C (1.3129, 2.9242, 1.3494)
H (3.9307, -1.6583, 0.5397)
C (-0.6985, -1.6981, -3.1125)
C (0.7689, 3.2278, 2.5902)
C (2.6856, 0.0907, -0.9980)
H (-1.0503, -0.4216, 3.7053)
C (2.8220, -1.6079, -3.5245)
C (-2.9075, -0.7057, -2.0531)
H (3.8260, 0.5798, -0.8761)
C (-0.5089, 3.1306, 2.8017)
H (-0.9125, -0.9204, -1.1997)
O (-1.6111, 1.2907, -1.2762)
H (-2.9266, 3.6388, 4.1589)
H (2.0916, 3.1554, 0.7973)
H (2.8344, -2.9832, 0.0617)
C (-1.0398, 2.0047, 0.8432)
C (-1.4879, 2.2273, 2.1668)
O (-4.8992, 1.3058, 2.1359)
C (1.6133, -2.6232, -3.6626)
H (1.9759, 0.3429, -0.0149)
H (2.3160, 0.5099, -1.9188)
H (4.4884, -1.4624, -2.3140)
C (-2.2070, 1.7220, -0.0927)
H (0.9169, -1.9948, -1.6629)
C (-2.4523, 0.8981, -2.3409)
C (0.5344, -1.9671, 1.0039)
H (1.0192, -2.5158, -4.7644)
H (0.4411, 2.1613, -0.5779)
H (3.6158, -2.0651, -4.2832)
C (-3.6593, 1.7422, 1.6973)
H (-3.5654, -0.9368, -1.2973)
H (-4.0441, 2.1164, 4.1051)
H (-2.6517, 1.8063, 4.5804)
H (1.7983, -3.5916, -3.7103)
C (-3.4007, 1.3140, 0.4034)
C (-0.4953, -1.5670, 1.8422)
H (0.2597, -2.5762, 0.3118)
H (-1.6403, -2.3332, -1.2585)
H (-0.7352, 3.1547, 4.0462)
C (1.0088, -0.0878, 2.9572)
C (-1.6749, -1.5281, -1.9050)
C (1.8754, -1.4830, 1.3147)
H (2.8057, -0.4514, -3.6785)
C (3.2906, -1.7778, -2.1463)
H (-1.9257, 0.7440, -3.1941)
N (0.5726, -1.9878, -2.8315)
C (2.1200, -0.5334, 2.3814)
H (-3.3419, 1.3529, -2.2246)

Cartesian forces (eV/Å) of the 3 atoms listed first:
C 6.0 1.8 7.6
N 1.5 -4.9 -0.6
H -2.0 -0.3 0.6

Values from the calculation:
**SMILES**: CN(CCCNC(=O)CCCOc1cc(=O)n(C)c2ccccc12)Cc1ccccc1
**Strongest force on any atom**: 0.3336 hartree/bohr
**Electronic energy**: -1360.59575 Ha
**LUMO energy**: -0.15 eV
**Molecular weight**: 421.54 g/mol

Atomic partial charges in e from the Löwdin method, atoms 1 to 4:
1 C 0.0851
2 N -0.2948
3 H 0.1360
4 O 0.1708

=====

# 2
# C25H31N3O3S

The molecule C25H31N3O3S (wB97M-V/def2-TZVPD, the OMol25 dataset).

Cartesian coordinates (Å):
N (-3.3580, 1.6009, 1.7581)
H (-1.0046, -3.9822, -4.1193)
H (-3.0444, 0.6597, 1.4979)
H (2.0986, -0.2563, -3.6772)
C (3.9059, -1.0782, 1.6332)
H (-1.7325, -2.4139, -2.3685)
C (1.5989, -4.2916, -1.9960)
H (-1.4455, 0.2047, -2.9911)
C (-2.4350, 1.5769, -1.6918)
H (4.4557, -2.7148, 2.9343)
C (-1.6868, 1.3058, 3.4425)
C (-1.3162, 0.9504, -2.2228)
H (-0.9347, 3.6175, 0.5145)
C (4.6501, -1.6490, 2.8337)
O (1.3779, 2.5186, -0.3807)
N (-1.8752, -0.6476, 1.2282)
C (1.5917, 3.5674, 0.5345)
C (-0.3855, -3.8227, -3.2485)
H (0.5320, -0.9897, -3.2622)
O (-2.7430, 3.4143, 2.9797)
O (1.1163, 0.7280, -2.2443)
C (-0.0109, -2.7178, -1.1324)
H (-4.9508, 2.8904, 1.4490)
H (4.2572, -1.5650, 0.7203)
H (-2.6938, -2.1051, -0.0583)
C (0.0964, 2.2552, -0.7724)
H (-4.1932, 3.5465, -0.8909)
H (4.1206, -0.0119, 1.5427)
H (-1.3706, 1.7836, 4.3693)
H (4.3305, -1.1556, 3.7487)
C (-3.4994, 3.2268, -0.1112)
C (-0.7969, -2.9434, -2.2659)
C (1.6599, -0.6569, 0.5721)
C (0.8205, -4.4935, -3.1223)
H (1.1327, 3.3557, 1.5051)
H (-2.1466, 0.3393, 3.6406)
H (0.5896, 0.5059, -4.2380)
N (0.2433, -0.9109, 0.6275)
H (1.8158, 0.4253, 0.5648)
H (2.0407, -1.0543, -0.3705)
H (1.7906, -3.3078, -0.1187)
C (-0.6357, -0.2462, 1.4122)
H (2.0478, -0.7980, 2.6819)
C (-2.3037, 2.5455, -0.7143)
H (-4.8037, 1.5338, 0.3037)
H (2.5316, -4.8247, -1.8820)
H (1.2110, 4.5183, 0.1494)
C (-1.0297, 2.8702, -0.2572)
C (1.0622, -0.0440, -3.4178)
C (2.3982, -1.2719, 1.7630)
C (-1.8069, -1.6000, 0.2664)
C (1.1878, -3.4178, -1.0057)
S (-0.1377, 0.9890, 2.5347)
H (-3.4144, 1.3070, -2.0579)
H (2.1686, -2.3386, 1.8341)
C (-0.5051, -1.7943, -0.1255)
H (2.6722, 3.6332, 0.6540)
C (-2.6410, 2.2385, 2.6943)
H (-3.1723, 4.1041, 0.4469)
C (-0.0475, 1.2785, -1.7800)
H (5.7220, -1.5054, 2.7223)
H (1.1456, -5.1759, -3.8931)
C (-4.2503, 2.2939, 0.8570)

Cartesian forces (eV/Å) of the 3 atoms listed first:
N -0.3 -0.1 -0.2
H 0.0 0.0 -0.1
H -0.1 0.2 0.2

Values from the calculation:
**SMILES**: CCCCn1c(-c2ccccc2)cnc1SCC(=O)NCCc1ccc(OC)c(OC)c1
**Strongest force on any atom**: 0.0137 hartree/bohr
**Electronic energy**: -1759.45232 Ha
**LUMO energy**: 0.67 eV
**Molecular weight**: 453.61 g/mol

Atomic partial charges in e from the Löwdin method, atoms 1 to 4:
1 N 0.0570
2 H 0.1050
3 H 0.0784
4 H 0.0981

=====

# 3
# C25H31N3O4

The molecule C25H31N3O4 (wB97M-V/def2-TZVPD, the OMol25 dataset).

Cartesian coordinates (Å):
N (1.7494, 1.2984, -2.5494)
H (-2.5379, 1.3442, -1.0493)
H (-7.6509, 0.2233, -0.8671)
C (8.3393, 2.0157, -0.5018)
C (0.5734, 1.3936, -0.4781)
H (-6.3452, 0.8799, -1.8594)
H (0.3953, 1.9142, 0.4502)
O (-1.7235, -3.9667, 0.2396)
C (-1.0256, -0.4429, 0.2212)
H (-6.1371, 3.3752, 2.3400)
C (2.9229, -1.7990, 0.0754)
H (5.8412, 0.9060, -0.9371)
H (-1.0586, 0.1619, 1.1389)
H (-4.4931, 2.8879, 2.7547)
H (8.9892, 2.8651, -0.3101)
H (2.0306, 2.8018, -1.2031)
H (2.9170, -2.6715, -0.5596)
H (6.6751, -0.0212, 0.3420)
N (-4.9649, 2.0362, 0.1381)
C (1.8071, -1.5210, 0.8574)
C (-4.7713, 3.3743, 0.6537)
C (0.1702, -0.3988, -1.9935)
C (-3.9791, 1.0663, 0.5625)
C (4.0174, -0.9570, 0.0746)
H (7.3648, 2.1113, 1.4205)
C (0.6185, -2.3744, 0.7405)
H (-6.5909, 1.1451, 1.1777)
C (-3.1765, 0.5527, -0.6514)
H (-0.3335, -1.3126, -2.2696)
O (0.8227, -3.6800, 0.8020)
H (-3.2841, 1.5063, 1.2857)
H (0.9970, -0.2122, 2.3510)
C (6.1582, 0.9212, 0.1145)
C (-2.8576, -1.8510, -0.3166)
C (-6.5973, 0.4921, -0.8757)
C (-1.7299, -2.7406, 0.1722)
H (-3.7305, 3.6513, 0.4621)
C (1.4840, 1.8888, -1.3988)
C (7.0904, 2.1017, 0.3646)
H (1.3307, -0.2556, -3.7998)
N (-2.3660, -0.5869, -0.3113)
H (8.8930, 1.1043, -0.2874)
H (4.8534, -1.1870, -0.5658)
H (2.9702, 1.2756, 2.3760)
H (-3.8790, 0.2391, -1.4248)
H (-4.4578, 0.2036, 1.0404)
H (-6.9863, 2.4117, -0.0032)
H (-6.0160, -0.4077, -0.6932)
H (8.0744, 2.0164, -1.5567)
H (-0.0425, -4.1465, 0.6340)
H (-4.8579, 4.5862, 2.4407)
H (6.5484, 3.0242, 0.1518)
C (-5.0852, 3.5657, 2.1434)
C (2.9317, 0.4174, 1.7241)
C (-0.6293, -1.8713, 0.4905)
C (-0.0863, 0.2075, -0.7692)
O (5.0304, 1.0742, 0.9580)
C (-6.3339, 1.5555, 0.1859)
O (-3.9730, -2.1696, -0.6652)
C (1.8330, -0.4079, 1.6973)
C (4.0289, 0.1722, 0.8908)
H (-5.4038, 4.0473, 0.0673)
C (1.0943, 0.1878, -2.8418)

Cartesian forces (eV/Å) of the 3 atoms listed first:
N 0.4 0.3 -0.3
H 0.0 0.0 0.0
H -0.1 -0.1 0.0

Values from the calculation:
**SMILES**: CCCOc1ccc(/C(O)=C2/C(=O)C(=O)N(CCN(CC)CC)[C@@H]2c2ccncc2)cc1
**Strongest force on any atom**: 0.0171 hartree/bohr
**Electronic energy**: -1436.47720 Ha
**LUMO energy**: -0.37 eV
**Molecular weight**: 437.54 g/mol

Atomic partial charges in e from the Löwdin method, atoms 1 to 4:
1 N 0.0626
2 H 0.1305
3 H 0.0719
4 C -0.1078